(1)
Molecular formula: C7H9F
Method: DFT, ωB97M-V/def2-TZVPD

2S+1 = 1
HOMO = -8.89 eV
orbital gap = 0.365 Eh
electronic energy = -10119.2266 eV
LUMO level = 1.034 eV

Structure (XYZ):
```
17
Properties=species:S:1:pos:R:3:lowdin_charge:R:1
F 2.3907 -0.8472 -0.7883 -0.05
C 1.9543 -0.0938 0.3303 -0.28
C 1.4317 1.1952 -0.0939 -0.08
C 0.1472 1.1728 -0.4145 -0.09
C -0.5383 0.0252 -0.0954 -0.44
C -1.6926 -0.6886 -0.8607 -0.08
C -1.9670 0.1073 0.3492 -0.12
C 0.5448 -0.7440 0.7334 -0.03
H 2.8366 -0.0899 1.0518 0.16
H 2.0467 2.1597 -0.1108 0.13
H -0.2133 2.1199 -1.0265 0.17
H -1.5854 -1.8676 -0.6822 0.14
H -1.7237 -0.5547 -2.0447 0.15
H -2.4112 1.0775 0.2100 0.10
H -2.3623 -0.3650 1.3156 0.14
H 0.3675 -0.8515 1.7370 0.08
H 0.7744 -1.7553 0.3897 0.11
```

(2)
Molecular formula: C26H76O12
Method: DFT, ωB97M-V/def2-TZVPD

2S+1 = 1
HOMO = -9.24 eV
orbital gap = 0.353 Eh
electronic energy = -52760.3967 eV
LUMO level = 0.365 eV

Structure (XYZ):
```
114
Properties=species:S:1:pos:R:3:lowdin_charge:R:1
C 1.5683 -1.5996 -4.5325 -0.07
C 2.1362 -3.0026 -4.6042 -0.49
C 2.5294 -3.2463 -6.0812 -0.05
O 3.1834 -3.1200 -3.6918 -0.04
H 0.9900 -1.5376 -3.6106 0.05
H 0.8558 -1.4444 -5.3427 0.09
H 2.3549 -0.8469 -4.5861 0.09
H 1.4101 -3.7008 -4.1878 0.12
H 3.1100 -4.1636 -6.1795 0.07
H 3.0539 -2.4346 -6.5853 0.08
H 1.6805 -3.3974 -6.7480 0.07
H 3.1118 -2.4276 -3.0307 0.04
C -1.9150 -5.0067 -1.8466 -0.02
C -1.1445 -3.6886 -2.2899 -0.51
C -1.5747 -3.1703 -3.6204 -0.05
O -1.2686 -2.7602 -1.2960 -0.07
H -2.1225 -5.6812 -2.6774 0.07
H -2.8577 -4.6537 -1.4286 0.06
H -1.4043 -5.6160 -1.1010 0.07
H -0.0937 -3.9735 -2.3424 0.13
H -1.2850 -3.9082 -4.3685 0.09
H -1.0927 -2.2316 -3.8935 0.06
H -2.6627 -3.1371 -3.5645 0.09
H -0.5013 -2.1924 -1.1936 0.06
C 1.9561 6.7914 1.9764 -0.07
C 1.2289 5.8600 1.0164 -0.47
C 1.3399 4.4117 1.5670 -0.05
O -0.1358 6.2652 1.0108 -0.07
H 1.7834 7.8453 1.7584 0.08
H 3.0213 6.5847 1.8725 0.08
H 1.6113 6.5482 2.9814 0.08
H 1.6515 6.0007 0.0216 0.14
H 2.3438 4.2794 1.9704 0.08
H 1.3785 3.6847 0.7557 0.05
H 0.5560 4.1699 2.2847 0.08
H -0.4553 6.2050 1.9140 0.08
C 0.6309 0.3944 1.1930 -0.01
C 0.5810 0.2399 -0.3796 -0.39
C 1.6697 1.1060 -1.1304 -0.03
O 0.8941 -1.1108 -0.6280 -0.10
H -0.3272 0.0952 1.6181 0.06
H 0.6790 1.4706 1.3590 0.07
H 1.3076 -0.2660 1.7353 0.07
H -0.3840 0.3857 -0.8651 0.11
H 1.2244 2.0691 -1.3798 0.06
H 2.0733 0.7039 -2.0596 0.07
H 2.4740 1.1600 -0.3967 0.08
H 1.8218 -1.2465 -0.8340 0.05
C -4.1219 3.0262 -0.5384 -0.04
C -2.8169 2.5630 0.0596 -0.50
C -2.2438 3.4537 1.2148 -0.01
O -2.8539 1.2651 0.5112 -0.06
H -4.0258 3.9262 -1.1457 0.09
H -4.8330 3.2919 0.2438 0.08
H -4.5010 2.1974 -1.1363 0.08
H -2.2106 2.4889 -0.8431 0.11
H -3.0840 3.8144 1.8082 0.08
H -1.6930 4.2543 0.7210 0.07
H -1.6340 3.0300 2.0127 0.05
H -3.2008 0.6981 -0.1815 0.04
C 1.1829 -1.7021 5.5870 -0.06
C 0.0014 -0.7769 5.4691 -0.47
C -0.4881 -0.2250 6.8313 -0.05
O 0.2795 0.4070 4.7147 -0.07
H 0.8916 -2.6240 6.0904 0.08
H 1.9773 -1.3193 6.2277 0.07
H 1.6508 -2.0119 4.6525 0.05
H -0.8272 -1.2723 4.9630 0.12
H -1.2300 0.5253 6.5579 0.06
H 0.2523 0.2904 7.4430 0.08
H -1.0097 -1.0023 7.3898 0.07
H -0.5712 0.6949 4.3756 0.02
C -1.3358 0.9173 -3.5076 -0.02
C -1.0621 2.0877 -4.5599 -0.44
C 0.3648 2.5939 -4.4983 -0.05
O -1.3868 1.6864 -5.8864 -0.05
H -1.8054 1.2879 -2.5964 0.05
H -0.5103 0.2777 -3.1953 0.05
H -2.1494 0.3332 -3.9378 0.07
H -1.7354 2.8907 -4.2598 0.13
H 0.7558 2.7365 -3.4909 0.06
H 0.5216 3.5058 -5.0744 0.08
H 1.0825 1.9456 -5.0010 0.08
H -2.2841 1.3480 -5.9289 0.08
C -3.2322 0.4745 4.0328 -0.12
O -2.0752 1.1711 3.5460 -0.14
H -3.2294 -0.6142 3.9788 0.08
H -3.3519 0.6422 5.1031 0.07
H -4.1513 0.9149 3.6462 0.08
H -2.2355 1.5220 2.6669 0.02
C -0.7803 -2.9765 1.8970 -0.13
O 0.5550 -2.5950 2.2815 -0.13
H -1.3715 -2.2528 1.3359 0.07
H -0.8199 -3.9588 1.4264 0.07
H -1.2722 -3.2571 2.8283 0.07
H 0.8505 -1.9689 1.6165 0.01
C -4.2520 -1.9007 -0.6816 -0.11
O -3.3539 -0.8907 -1.1506 -0.16
H -4.8436 -2.3527 -1.4778 0.08
H -3.6021 -2.5509 -0.0961 0.07
H -4.9137 -1.4159 0.0362 0.08
H -2.6059 -1.3887 -1.4886 0.03
C 4.3307 -1.1712 3.6330 -0.22
O 5.6791 -1.0570 3.5957 -0.10
H 4.0511 -2.2078 3.4448 0.08
H 3.9813 -0.8843 4.6248 0.08
H 3.8092 -0.5444 2.9097 0.07
H 5.9737 -0.2976 4.1038 0.09
C 4.0014 -2.5766 -0.0431 -0.12
O 3.6875 -1.6813 -1.0822 -0.13
H 3.5149 -2.3453 0.9044 0.06
H 3.8627 -3.6491 -0.1796 0.09
H 5.0728 -2.4637 0.1227 0.09
H 4.3886 -1.0337 -1.1854 0.11
```

(3)
Molecular formula: C4H19NO8
Method: DFT, ωB97M-V/def2-TZVPD

total charge = -1
2S+1 = 2
HOMO (alpha / beta) = 0.78 / -5.68 eV
orbital gap (alpha / beta) = 0.086 / 0.321 Eh
electronic energy = -22326.0268 eV
LUMO level (alpha / beta) = 3.119 / 3.061 eV

Structure (XYZ):
```
32
Properties=species:S:1:pos:R:3:mulliken_spin:R:1
C 0.6917 -1.7087 1.8244 0.03
N 0.3890 -1.1040 0.5184 0.01
C -0.3639 0.1704 0.6324 0.25
C -0.1538 0.8482 -0.7228 0.24
O -0.5289 2.2106 -0.8425 -0.05
C -1.8330 -0.1839 0.7828 0.26
O -2.4399 0.5160 1.7694 0.06
O -2.4433 -0.9727 0.1102 0.08
H 1.5570 -1.1860 2.2543 0.03
H 0.9029 -2.7546 1.6797 -0.02
H -0.0984 -1.5853 2.5828 -0.02
H -0.1583 -1.7796 -0.0069 -0.02
H 0.0123 0.7709 1.4420 0.15
H -0.7381 0.3541 -1.4996 0.03
H 0.9001 0.8310 -0.9771 -0.16
H 0.2696 2.7468 -0.6475 0.00
H -3.3977 0.3860 1.6803 0.07
H 2.4666 2.0832 -0.0160 0.02
H 2.2758 3.5577 0.4261 0.00
O 2.0049 2.9133 -0.2431 0.01
H 0.5605 -2.2758 -2.2138 0.00
H 2.0832 -2.5870 -2.2989 0.00
O 1.2229 -2.9881 -2.1376 0.01
H -1.6473 -3.2944 -1.9639 0.00
H -2.0282 -1.8248 -1.6361 0.00
O -1.5382 -2.3873 -2.2643 0.02
H -1.7727 3.2623 0.1796 0.01
H -2.6410 2.7386 1.2932 -0.01
O -2.1867 3.5414 1.0190 0.02
H 2.1203 -0.3188 -0.3818 0.07
H 3.5688 -0.1689 0.1537 -0.03
O 2.9439 0.1895 -0.4965 -0.05
```

(4)
Molecular formula: C14H16
Method: DFT, ωB97M-V/def2-TZVPD

2S+1 = 1
HOMO = -8.86 eV
orbital gap = 0.359 Eh
electronic energy = -14776.5340 eV
LUMO level = 0.912 eV

Structure (XYZ):
```
30
Properties=species:S:1:pos:R:3:lowdin_charge:R:1
C 1.6369 2.1306 2.7140 -0.07
C 0.3816 1.9862 1.9540 -0.27
C -0.2906 3.1899 1.7541 -0.07
C -1.4902 3.1731 1.0706 -0.11
C -2.2131 2.0281 0.7856 -0.09
C -1.5446 0.8057 0.9701 -0.07
C -0.2655 0.8218 1.5081 -0.05
H 2.1973 3.0208 2.4130 0.08
H 2.3565 1.3111 2.6823 0.08
H 1.4338 2.3182 3.7525 0.08
H 0.0342 4.1401 2.1666 0.11
H -2.0040 4.0691 0.6492 0.11
H -3.2118 2.0619 0.3785 0.10
H -2.0452 -0.1318 0.7142 0.10
H 0.3634 -0.0481 1.6006 0.06
C 1.1925 -1.2983 -3.5213 -0.08
C 0.5776 -1.8014 -2.2704 -0.27
C -0.4434 -2.7951 -2.2883 -0.06
C -1.0414 -3.2201 -1.1447 -0.10
C -0.6484 -2.7300 0.1095 -0.07
C 0.4344 -1.8445 0.1016 -0.14
C 1.0585 -1.3359 -1.0236 -0.03
H 2.2097 -1.6605 -3.7554 0.08
H 1.3334 -0.2165 -3.5151 0.08
H 0.6406 -1.6291 -4.4359 0.09
H -0.5226 -3.2503 -3.2816 0.11
H -1.8634 -3.8757 -1.2174 0.09
H -1.0277 -2.9313 1.0936 0.10
H 0.8574 -1.6128 1.0875 0.09
H 1.9039 -0.6750 -1.0518 0.11
```

(5)
Molecular formula: C46H51N4O10
Method: DFT, ωB97M-V/def2-TZVPD

total charge = +1
2S+1 = 1
HOMO = -9.92 eV
orbital gap = 0.285 Eh
electronic energy = -74940.3600 eV
LUMO level = -2.169 eV

Structure (XYZ):
```
111
Properties=species:S:1:pos:R:3:lowdin_charge:R:1
C 0.6120 -2.8095 3.3099 -0.06
C -0.2412 -2.6088 2.1371 -0.14
N 0.0426 -1.2632 1.4653 0.01
C 0.2521 -1.1780 0.0899 0.11
C 0.1270 0.2467 -0.0918 -0.01
N -0.3051 0.8165 1.0071 -0.03
C -0.4587 -0.1030 2.0485 0.08
C -0.8646 2.1777 1.3120 0.12
H 1.6169 -2.4398 3.2785 0.09
H 0.5118 -3.7211 3.6878 0.05
H 0.5777 -2.1423 4.0938 0.05
H -1.3433 -2.6574 2.2853 0.11
H -0.1161 -3.3450 1.3670 0.09
H 0.5648 -1.9093 -0.2775 0.00
H 0.1288 0.8292 -1.0456 0.13
H -0.9256 0.0704 2.8117 0.02
H -0.6942 2.6305 0.4055 0.09
H -0.3062 2.5741 1.8625 -0.03
H -1.8246 2.0627 1.7659 0.09
N -2.7788 -1.8331 4.2199 0.05
C -2.2228 -0.9459 5.1448 -0.11
C -2.1993 0.4440 4.8644 -0.06
C -3.1025 0.9860 3.8424 -0.11
C -3.8004 0.1180 3.1252 -0.08
C -3.5710 -1.2930 3.2836 -0.13
H -1.7618 -1.2276 6.0277 0.08
H -1.5101 1.3094 5.5012 0.17
H -3.1052 2.0502 3.5590 0.12
H -4.2698 0.5207 2.4624 0.01
H -4.2124 -2.1556 2.6985 0.16
N -1.9628 -4.5384 -0.3556 0.02
C -2.4977 -4.2271 -1.5387 -0.20
C -3.7457 -4.6459 -1.8677 -0.09
C -4.3304 -5.6075 -1.0207 -0.10
C -3.8314 -5.8890 0.2068 -0.10
C -2.5653 -5.3332 0.5399 -0.15
H -1.9967 -3.4251 -2.2093 0.13
H -4.1304 -4.3029 -2.9200 0.15
H -5.3504 -5.9681 -1.2779 0.12
H -4.1764 -6.6687 0.9371 0.12
H -1.9457 -5.6560 1.5775 0.16
C 0.9136 4.3677 5.6719 0.04
C 1.1864 5.5098 6.7121 0.04
C 2.4006 6.2691 6.5170 -0.36
C 3.3791 5.9667 5.5035 -0.02
C 3.2039 4.7921 4.7941 -0.06
C 2.0183 4.0201 4.7868 -0.28
O 1.7549 2.9763 3.8928 0.01
O 2.6541 7.1114 7.5250 0.02
H -0.1245 4.0726 5.8496 0.08
H 0.5766 5.9691 7.4918 0.10
H 4.3959 6.6007 5.4024 0.16
H 3.8442 4.8368 4.0469 0.05
H 2.4592 2.7851 3.3255 0.06
H 3.6353 7.3364 7.5272 0.14
C -3.5837 0.0148 -1.2237 0.02
C -5.0858 -0.2177 -0.9683 0.02
C -5.9751 0.3533 -1.8102 -0.35
C -5.5299 1.1068 -2.9189 0.01
C -4.0668 1.4025 -3.1314 0.02
C -3.0980 0.8403 -2.2327 -0.34
O -1.7664 0.9533 -2.5621 0.02
O -7.3844 0.2031 -1.6852 -0.02
H -2.9361 -0.5662 -0.5643 0.09
H -5.4284 -0.7219 -0.1506 0.07
H -6.2839 1.5472 -3.6516 0.13
H -3.7247 1.7230 -4.1106 0.10
H -1.6902 1.4272 -3.3783 0.09
H -7.9096 0.9917 -2.1185 0.16
C 0.7761 4.1894 -2.2359 -0.01
C -0.1084 5.3099 -2.5189 0.00
C 0.1441 6.4710 -1.7972 -0.25
C 1.2029 6.6330 -0.9370 -0.01
C 2.1107 5.5642 -0.7033 0.03
C 1.8538 4.3182 -1.3807 -0.31
O 2.5980 3.1911 -1.1346 0.05
O -0.7474 7.6470 -2.0244 0.01
H 0.2107 3.3150 -2.6005 0.11
H -0.8207 5.3998 -3.2818 0.10
H 1.2898 7.5376 -0.3037 0.13
H 2.8120 5.3462 -0.0033 0.07
H 3.4445 3.3405 -0.8901 0.04
H -1.3236 7.4805 -2.7164 0.03
C 2.0274 -6.7637 -2.4357 0.06
C 1.6349 -5.8251 -1.2965 0.07
C 2.5647 -4.8708 -0.8681 -0.44
C 3.8253 -4.8577 -1.4499 -0.02
C 4.2623 -5.6860 -2.5375 0.02
C 3.3084 -6.6706 -3.0343 -0.26
O 3.6850 -7.4168 -4.1344 0.07
O 2.2087 -4.1477 0.1362 0.06
H 1.3063 -7.3094 -2.8344 0.05
H 0.6752 -6.0374 -1.0075 0.06
H 4.5736 -4.2530 -1.0452 0.09
H 5.1895 -5.6473 -2.8308 0.05
H 4.5537 -7.3199 -4.3776 0.05
H 3.1007 -4.1877 0.5758 0.15
C 2.9716 0.2096 -3.6666 0.01
C 3.0516 -1.3364 -3.6688 0.02
C 3.4692 -1.7773 -4.9559 -0.26
C 3.7623 -0.8978 -6.1175 0.00
C 3.6474 0.4784 -5.9836 -0.03
C 3.2809 1.0825 -4.7407 -0.36
O 3.1336 2.4259 -4.5814 0.04
O 3.5307 -3.1465 -5.1396 0.09
H 2.4920 0.5985 -2.7377 0.09
H 2.7176 -2.0572 -2.8058 0.13
H 3.9099 -1.3170 -7.0471 0.08
H 3.8564 1.2294 -6.9282 0.17
H 3.9161 2.7850 -4.2922 0.06
H 3.7807 -3.6406 -4.5209 -0.05
```

(6)
Molecular formula: C32H34N4P2S2Ti
Method: DFT, ωB97M-V/def2-TZVPD

total charge = +4
2S+1 = 1
HOMO = -19.45 eV
orbital gap = 0.230 Eh
electronic energy = -103021.6391 eV
LUMO level = -13.183 eV

Structure (XYZ):
```
75
Properties=species:S:1:pos:R:3:lowdin_charge:R:1
Ti -0.3059 -0.0584 -0.6856 0.66
C 2.0965 -1.7842 1.5230 -0.06
N 1.3434 -0.6685 0.8848 -0.53
P 0.1975 0.3063 1.7919 1.04
C 0.9952 0.7705 3.3096 -0.37
C 1.4311 2.0911 3.4719 -0.09
C 2.0968 2.4458 4.6337 -0.03
C 2.3109 1.4937 5.6239 0.00
C 1.8652 0.1830 5.4619 -0.01
C 1.1985 -0.1922 4.3078 -0.09
C -1.0792 -0.9236 2.1268 -0.35
C -1.4869 -1.7127 1.0367 -0.17
C -2.4994 -2.6539 1.1303 -0.03
C -3.1502 -2.7908 2.3513 0.00
C -2.8008 -1.9823 3.4306 0.01
C -1.7788 -1.0414 3.3212 -0.04
P 2.0519 0.2421 -0.3965 1.02
C 3.7776 0.5445 -0.2813 -0.36
C 4.2007 1.5206 0.6375 -0.07
C 5.5531 1.7813 0.7443 -0.02
C 6.4557 1.1028 -0.0747 0.01
C 6.0215 0.1509 -0.9938 -0.01
C 4.6740 -0.1301 -1.1190 -0.05
C 1.6197 -0.8939 -1.7631 -0.47
C 1.7472 -0.3712 -3.0766 -0.09
C 1.6283 -1.2022 -4.1682 -0.01
C 1.3604 -2.5607 -3.9761 0.03
C 1.2122 -3.0921 -2.6945 0.00
C 1.3401 -2.2729 -1.5888 -0.08
H 2.6702 -1.3852 2.3561 0.10
H 2.7869 -2.2296 0.8106 0.10
H 1.4069 -2.5467 1.8843 0.11
H 1.2385 2.8379 2.7096 0.11
H 2.4334 3.4646 4.7752 0.13
H 2.8179 1.7749 6.5382 0.14
H 2.0278 -0.5485 6.2428 0.13
H 0.8465 -1.2109 4.2002 0.11
H -0.9413 -1.7049 0.0967 0.02
H -2.7565 -3.2896 0.2911 0.14
H -3.9248 -3.5404 2.4614 0.14
H -3.3189 -2.0966 4.3749 0.14
H -1.5242 -0.4177 4.1703 0.13
H 3.4903 2.0524 1.2605 0.10
H 5.9082 2.5206 1.4500 0.13
H 7.5129 1.3245 -0.0009 0.14
H 6.7369 -0.3728 -1.6146 0.14
H 4.3354 -0.8687 -1.8343 0.12
H 1.9967 0.6742 -3.2244 0.13
H 1.7579 -0.8096 -5.1689 0.14
H 1.2834 -3.2156 -4.8365 0.15
H 1.0298 -4.1511 -2.5635 0.14
H 1.2960 -2.7106 -0.6019 0.10
S -1.6871 -0.6828 -2.5084 0.80
C -3.3311 -0.0193 -2.4467 -0.67
N -3.7780 0.5644 -3.5321 0.07
C -5.1962 0.9772 -3.7124 -0.10
C -6.0720 0.1431 -2.7977 -0.13
C -5.5378 0.2023 -1.3774 -0.11
N -4.0939 -0.1607 -1.3804 0.06
H -3.1556 0.6271 -4.3246 0.15
H -5.4489 0.8258 -4.7585 0.15
H -5.2804 2.0417 -3.4950 0.14
H -6.0922 -0.8913 -3.1445 0.14
H -7.0923 0.5207 -2.8221 0.14
H -6.0506 -0.5056 -0.7313 0.14
H -5.6502 1.1977 -0.9494 0.13
H -3.7479 -0.7501 -0.6386 0.12
S -2.0224 4.1108 -0.6240 1.20
C -0.9926 3.8786 -1.9689 -0.29
C -0.4866 2.6300 -1.9591 -0.21
N -0.9149 1.8601 -0.8827 -0.23
C -1.7420 2.5470 -0.1040 -0.45
H -0.8089 4.6649 -2.6874 0.11
H 0.1824 2.2186 -2.6966 0.11
H -2.1867 2.1475 0.7957 0.10
```

(7)
Molecular formula: C30H31GeN3O2RuS3Se2
Method: DFT, ωB97M-V/def2-TZVPD

total charge = +2
2S+1 = 1
HOMO (alpha / beta) = -13.00 / -13.00 eV
orbital gap (alpha / beta) = 0.232 / 0.233 Eh
electronic energy = -262461.1125 eV
LUMO level (alpha / beta) = -6.688 / -6.666 eV

Structure (XYZ):
```
73
Properties=species:S:1:pos:R:3:lowdin_charge:R:1
Ru 0.1904 -0.6137 -0.6446 0.61
S 0.7297 1.8905 -0.2051 0.67
C 0.5833 1.1550 1.3867 -1.06
N -0.2772 0.1846 1.5132 -0.07
C -0.2205 -0.3578 2.8020 -0.31
C -1.0151 -1.3935 3.2905 -0.02
C -0.8335 -1.7939 4.5979 -0.05
C 0.1242 -1.1765 5.4187 -0.05
C 0.9134 -0.1483 4.9457 -0.06
C 0.7271 0.2538 3.6230 -0.43
S 1.5290 1.5353 2.7535 1.14
H -1.7604 -1.8630 2.6591 0.11
H -1.4465 -2.5874 5.0049 0.12
H 0.2375 -1.5035 6.4442 0.12
H 1.6439 0.3315 5.5837 0.12
O -0.6975 -2.2920 -6.7447 -0.03
C -0.0983 -1.1469 -6.1932 -0.19
C 0.8075 -1.4609 -4.9783 -0.56
C 2.1741 -1.9578 -5.4467 -0.21
O 1.9437 -3.0613 -6.3074 -0.03
C 0.0926 -2.5251 -4.1370 -0.39
Se 0.8435 -2.6181 -2.3287 0.83
C 0.9432 -0.1719 -4.1701 -0.40
Se 1.8812 -0.5385 -2.4961 0.78
H 0.0013 -2.8285 -7.1434 0.09
H -0.9198 -0.5077 -5.8595 0.13
H 0.4806 -0.5822 -6.9314 0.15
H 2.7989 -2.2626 -4.6006 0.11
H 2.6878 -1.1430 -5.9675 0.14
H 2.7649 -3.3261 -6.7344 0.12
H 0.2265 -3.5187 -4.5576 0.09
H -0.9663 -2.3180 -4.0376 0.05
H -0.0302 0.2252 -3.9011 0.05
H 1.5240 0.5944 -4.6851 0.10
Ge -1.5718 2.0243 -0.6130 0.84
C -2.0404 0.2898 -1.3417 -0.41
C -2.3009 0.2228 -2.7307 -0.13
C -2.8510 -0.9031 -3.3023 -0.08
C -3.1197 -2.0235 -2.5131 -0.05
C -2.8469 -2.0053 -1.1610 -0.07
C -2.3210 -0.8531 -0.5676 -0.19
C -2.4558 2.6754 0.9245 -0.36
C -3.2374 1.8573 1.7433 -0.10
C -3.9159 2.4023 2.8223 -0.06
C -3.8149 3.7621 3.0891 -0.05
C -3.0394 4.5826 2.2814 -0.06
C -2.3625 4.0428 1.1978 -0.11
H -1.5270 2.9885 -1.8049 0.01
H -2.1361 1.1009 -3.3462 0.10
H -3.0958 -0.9129 -4.3579 0.13
H -3.5675 -2.9024 -2.9617 0.13
H -3.0906 -2.8627 -0.5461 0.12
H -2.2697 -0.7961 0.5082 0.06
H -3.3357 0.7988 1.5395 0.09
H -4.5283 1.7698 3.4519 0.11
H -4.3520 4.1869 3.9272 0.12
H -2.9683 5.6421 2.4892 0.12
H -1.7678 4.6948 0.5674 0.11
N 3.6443 -4.9384 3.6390 0.11
C 4.1673 -4.2904 2.5843 -0.85
S 5.6796 -4.4686 2.0161 0.77
C 3.2029 -3.3645 1.8954 -0.21
C 1.8710 -3.7069 1.7011 0.02
C 1.0502 -2.8665 0.9754 -0.15
N 1.4851 -1.7104 0.4611 -0.18
C 2.7735 -1.3606 0.6723 -0.12
C 3.6501 -2.1565 1.3706 0.00
H 4.2277 -5.5878 4.1423 0.11
H 2.7309 -4.7337 4.0041 0.11
H 1.4669 -4.6425 2.0654 0.13
H 0.0127 -3.1158 0.7940 0.11
H 3.0895 -0.4125 0.2610 0.10
H 4.6826 -1.8606 1.4984 0.12
```